(1)
This record from OMol25 describes a structure of composition C39H58AsBCaClF4Ge2N4OS2Si. The level of theory is wB97M-V/def2-TZVPD.

Summary:
- Charge: -1
- Total energy: -10853.25998 a.u.
- Gap between HOMO and LUMO: 0.22880 hartree

```
115
Properties=species:S:1:pos:R:3:lowdin_charge:R:1
Ca 0.037 -0.087 1.806 0.808
C 0.839 -0.683 -5.729 -0.185
C 0.650 0.485 -4.760 -0.368
Ge 0.628 0.078 -2.797 0.846
C 2.496 -0.073 -2.143 -0.369
C 3.446 -0.758 -3.122 -0.167
C 0.004 -1.763 -2.757 -0.252
C -0.117 -2.736 -1.839 -0.353
Ge -0.274 -2.420 0.166 0.842
C 0.694 -3.948 1.064 -0.403
C 0.605 -5.422 0.671 -0.187
C -2.238 -2.728 0.599 -0.439
C -3.033 -4.030 0.503 -0.200
C -0.066 -4.116 -2.416 -0.255
C -1.015 -5.096 -2.133 -0.055
C -0.958 -6.351 -2.717 -0.090
C 0.078 -6.679 -3.580 -0.113
C 1.052 -5.730 -3.853 -0.097
C 0.975 -4.467 -3.282 -0.051
H 0.968 -0.322 -6.753 0.062
H -0.025 -1.349 -5.731 0.060
H 1.712 -1.291 -5.481 0.053
H -0.289 0.996 -4.990 0.043
H 1.434 1.224 -4.939 0.035
H 2.421 -0.648 -1.215 0.048
H 2.870 0.919 -1.877 0.017
H 3.114 -1.773 -3.350 0.050
H 4.463 -0.836 -2.724 0.054
H 3.510 -0.215 -4.069 0.059
H 0.032 -2.117 -3.791 0.028
H 0.383 -3.837 2.112 0.047
H 1.746 -3.646 1.068 0.034
H -0.423 -5.791 0.661 0.042
H 1.168 -6.048 1.372 0.057
H 1.015 -5.602 -0.324 0.050
H -2.760 -1.937 0.055 0.005
H -2.248 -2.395 1.646 -0.013
H -3.268 -4.287 -0.531 0.045
H -4.005 -3.945 1.006 0.048
H -2.509 -4.880 0.950 0.056
H -1.800 -4.870 -1.432 0.068
H -1.720 -7.084 -2.480 0.098
H 0.133 -7.666 -4.024 0.090
H 1.879 -5.971 -4.509 0.094
H 1.747 -3.737 -3.491 0.094
C -3.751 3.995 -4.312 -0.107
C -3.977 3.441 -3.061 -0.094
C -2.931 2.878 -2.340 -0.100
C -1.635 2.864 -2.859 -0.308
C -1.424 3.433 -4.120 -0.120
C -2.468 3.989 -4.844 -0.100
Si -0.169 2.162 -1.911 0.624
C 1.239 3.423 -2.149 -0.316
C 1.215 4.526 -1.286 -0.126
C 2.171 5.531 -1.359 -0.095
C 3.182 5.461 -2.310 -0.111
C 3.229 4.377 -3.174 -0.109
C 2.273 3.371 -3.084 -0.117
H -4.569 4.431 -4.872 0.093
H -4.975 3.443 -2.640 0.098
H -3.120 2.424 -1.375 0.041
H -0.423 3.457 -4.541 0.093
H -2.281 4.421 -5.820 0.095
H -0.419 2.233 -0.470 -0.072
H 0.443 4.590 -0.528 0.099
H 2.125 6.368 -0.673 0.101
H 3.928 6.244 -2.374 0.096
H 4.013 4.307 -3.919 0.099
H 2.351 2.530 -3.760 0.073
Cl -2.387 0.752 0.759 -0.163
F 1.136 -1.073 3.601 -0.073
B 2.543 -1.325 3.385 -1.272
F 2.904 -2.533 3.921 0.163
F 3.267 -0.264 3.918 0.121
F 2.679 -1.328 1.961 0.032
C -4.763 -0.903 2.776 -0.272
As -3.694 -1.493 4.262 0.631
C -4.836 -1.193 5.795 -0.280
C -3.581 -3.420 4.149 -0.242
S -1.844 -0.574 4.528 0.129
H -5.680 -1.494 2.747 0.036
H -4.195 -1.001 1.855 -0.034
H -4.991 0.151 2.922 0.034
H -5.789 -1.708 5.668 0.029
H -4.998 -0.122 5.893 0.030
H -4.324 -1.560 6.682 0.029
H -4.503 -3.867 4.523 0.032
H -2.735 -3.733 4.755 0.036
H -3.416 -3.718 3.117 -0.002
C 5.368 2.308 -1.057 -0.077
N 4.147 2.549 -0.327 -0.044
C 3.567 1.660 0.494 -0.871
N 4.170 0.482 0.658 0.146
S 2.147 2.075 1.319 0.651
H 5.622 3.207 -1.610 0.080
H 5.251 1.494 -1.780 0.076
H 6.196 2.070 -0.382 0.088
H 3.648 3.416 -0.454 0.088
H 4.910 0.189 0.044 0.098
H 3.695 -0.219 1.219 0.060
N -0.242 4.342 7.802 0.165
C -0.899 4.609 6.640 -0.497
O -1.674 5.539 6.535 0.056
C -0.605 3.679 5.497 -0.135
C -1.532 3.584 4.471 0.011
C -1.294 2.695 3.436 -0.160
N -0.188 1.953 3.370 -0.070
C 0.721 2.066 4.337 -0.160
C 0.548 2.908 5.423 -0.001
H -0.475 4.906 8.601 0.107
H 0.247 3.478 7.942 0.091
H -2.431 4.183 4.499 0.118
H -2.006 2.543 2.632 0.043
H 1.614 1.459 4.242 0.088
H 1.330 2.963 6.169 0.110
```

=====

(2)
This record from OMol25 describes a cluster of 8 separate species, C39H58Cl2IO11 in total at a distorted geometry. The level of theory is wB97M-V/def2-TZVPD.

Summary:
- Charge: -1
- Total energy: -3566.66277 a.u.
- Gap between HOMO and LUMO: 0.25889 hartree

```
111
Properties=species:S:1:pos:R:3:lowdin_charge:R:1
C -3.529 -1.055 -1.179 -0.011
C -3.048 -1.536 0.153 -0.131
C -2.246 -2.674 0.238 -0.179
C -1.860 -3.410 -1.026 -0.158
C -0.378 -3.737 -1.265 -0.335
C 0.539 -2.588 -0.865 -0.623
I 1.294 -1.608 -2.616 0.773
C -1.855 -3.076 1.512 -0.485
Cl -0.935 -4.538 1.744 0.793
C -2.210 -2.408 2.681 -0.171
C -1.704 -2.885 4.007 -0.169
C -0.222 -2.489 4.156 -0.277
C -0.105 -1.214 4.938 -0.555
Cl 1.529 -0.509 4.699 0.560
C -3.011 -1.275 2.546 -0.026
C -3.387 -0.831 1.289 -0.026
C -4.166 0.451 1.246 -0.265
O -5.027 0.686 0.437 0.131
C -3.872 1.413 2.330 -0.028
C -3.930 2.924 2.144 -0.696
O -3.671 3.419 1.026 -0.042
O -4.241 3.552 3.174 -0.048
C -3.576 0.934 3.525 0.064
C -3.499 -0.499 3.727 -0.335
O -3.837 -1.020 4.768 0.097
H -4.514 -0.645 -1.090 0.068
H -2.881 -0.274 -1.554 0.107
H -3.599 -1.856 -1.889 0.060
H -2.171 -2.883 -1.905 0.065
H -2.439 -4.326 -1.031 0.128
H -0.110 -4.649 -0.775 0.060
H -0.256 -3.938 -2.315 0.044
H 0.077 -1.863 -0.218 0.040
H 1.407 -2.958 -0.351 0.030
H -1.823 -3.947 4.115 0.089
H -2.243 -2.422 4.809 0.090
H 0.382 -3.273 4.588 0.107
H 0.191 -2.286 3.179 0.080
H -0.790 -0.465 4.582 0.066
H -0.194 -1.388 5.996 0.077
H -3.417 1.588 4.358 0.129
C -2.176 -2.341 -5.285 -0.015
C -1.861 -3.813 -5.182 -0.493
O -2.099 -4.442 -4.176 0.059
C -1.238 -4.462 -6.391 -0.019
H -2.620 -1.998 -4.353 0.069
H -1.263 -1.774 -5.472 0.081
H -2.882 -2.166 -6.099 0.085
H -0.286 -3.984 -6.626 0.059
H -1.906 -4.367 -7.249 0.084
H -1.066 -5.516 -6.187 0.081
C -1.220 4.895 3.168 -0.022
C 0.073 4.378 2.609 -0.501
O 0.597 3.358 2.999 0.048
C 0.709 5.207 1.515 -0.030
H -1.582 4.221 3.938 0.079
H -1.058 5.886 3.602 0.083
H -1.987 4.961 2.391 0.078
H 0.927 6.210 1.886 0.076
H 0.021 5.280 0.675 0.083
H 1.633 4.736 1.188 0.074
C -3.672 4.082 -3.929 -0.010
C -3.483 4.401 -5.387 -0.498
O -2.770 3.730 -6.098 0.048
C -4.225 5.603 -5.926 -0.027
H -3.088 3.204 -3.666 0.086
H -3.342 4.926 -3.325 0.090
H -4.723 3.884 -3.714 0.091
H -3.918 6.503 -5.390 0.083
H -5.299 5.465 -5.797 0.083
H -4.004 5.723 -6.984 0.076
C 2.738 3.170 6.013 -0.025
C 3.588 2.259 6.863 -0.508
O 3.117 1.301 7.428 0.048
C 5.060 2.595 6.968 -0.028
H 1.710 2.817 6.016 0.080
H 2.770 4.188 6.407 0.084
H 3.102 3.177 4.985 0.087
H 5.186 3.589 7.401 0.080
H 5.519 2.580 5.979 0.082
H 5.556 1.864 7.603 0.075
C 5.426 -3.249 5.842 -0.027
C 4.197 -3.282 6.723 -0.509
O 3.344 -4.124 6.578 0.061
C 4.088 -2.215 7.783 -0.022
H 5.377 -4.065 5.125 0.078
H 5.473 -2.302 5.303 0.083
H 6.326 -3.361 6.450 0.079
H 4.079 -1.225 7.323 0.067
H 4.929 -2.284 8.475 0.082
H 3.162 -2.350 8.336 0.084
C 0.361 3.842 -5.958 -0.027
C 1.453 3.264 -5.086 -0.503
O 1.281 2.252 -4.452 0.064
C 2.773 4.004 -5.051 -0.030
H -0.519 3.213 -5.913 0.058
H 0.098 4.846 -5.619 0.086
H 0.708 3.896 -6.992 0.085
H 2.623 5.019 -4.679 0.081
H 3.200 4.054 -6.054 0.079
H 3.464 3.482 -4.393 0.077
C 4.116 -2.727 -5.929 -0.026
C 3.194 -3.885 -6.219 -0.500
O 2.092 -3.717 -6.683 0.057
C 3.715 -5.267 -5.903 -0.021
H 3.621 -1.797 -6.194 0.082
H 4.365 -2.705 -4.867 0.080
H 5.033 -2.819 -6.514 0.083
H 3.948 -5.343 -4.840 0.086
H 4.620 -5.467 -6.479 0.082
H 2.960 -6.006 -6.157 0.080
```

=====

(3)
This record from OMol25 describes a structure of composition C39H59ClGeN6OPPt at a distorted geometry. The level of theory is wB97M-V/def2-TZVPD.

Summary:
- Charge: +1
- 2S+1: 3
- Total energy: -4922.76367 a.u.
- Gap between HOMO and LUMO (spin up / spin down): 0.20269 / 0.18304 hartree
- Relative energy (zero: lowest compared OMol25 entry of this formula, charge and spin): 19.74 kJ/mol

```
109
Properties=species:S:1:pos:R:3:lowdin_charge:R:1
Pt -9.746 -4.933 18.887 0.924
Cl -6.352 -8.705 13.578 0.748
C -6.989 -7.545 14.598 -0.730
C -6.681 -6.155 14.367 -0.029
C -7.319 -5.219 15.252 0.043
C -8.117 -5.602 16.427 -0.375
O -8.435 -4.677 17.229 -0.228
C -8.314 -6.923 16.600 -0.177
C -9.137 -7.599 17.544 0.028
N -9.851 -6.968 18.582 -0.065
C -10.494 -7.627 19.698 -0.146
C -10.479 -9.111 19.837 0.014
C -11.115 -9.707 20.860 -0.081
C -11.833 -8.950 21.779 0.029
C -11.816 -7.510 21.706 -0.184
C -12.436 -6.746 22.611 0.022
C -12.579 -5.246 22.339 -0.001
C -11.852 -4.803 21.294 -0.181
N -11.026 -5.534 20.522 -0.031
C -11.105 -6.897 20.642 -0.202
C -7.849 -7.787 15.610 -0.090
H -6.002 -5.733 13.632 0.108
H -7.041 -4.209 15.008 0.073
H -9.233 -8.698 17.327 0.134
H -9.969 -9.692 19.098 0.094
H -10.976 -10.710 21.157 0.108
H -12.454 -9.485 22.512 0.133
H -13.110 -7.071 23.456 0.136
H -13.220 -4.520 22.878 0.126
H -11.792 -3.760 20.963 0.085
H -8.078 -8.834 15.701 0.109
C -10.884 -2.803 24.145 -0.114
C -10.644 -2.022 22.889 -0.254
C -9.376 -2.563 22.173 -0.291
C -9.040 -1.756 20.902 -0.279
Ge -9.745 -2.587 19.141 0.766
C -11.626 -1.921 18.668 -0.296
C -11.995 -0.608 19.454 -0.298
C -11.170 0.514 18.926 -0.338
C -11.309 1.811 19.651 -0.117
H -11.636 -2.416 24.744 0.051
H -10.085 -2.813 24.909 0.098
H -11.055 -3.802 23.926 0.027
H -10.364 -0.970 23.246 0.135
H -11.410 -1.963 22.126 0.071
H -9.610 -3.537 21.860 0.038
H -8.550 -2.635 22.865 0.105
H -7.935 -1.789 20.778 0.017
H -9.365 -0.669 21.043 0.077
H -8.297 -2.512 17.213 -0.005
H -12.289 -2.791 18.901 0.042
H -11.753 -1.653 17.598 0.068
H -11.852 -0.774 20.554 0.090
H -13.062 -0.375 19.377 0.113
H -11.507 0.646 17.910 0.113
H -10.125 0.179 18.898 0.056
H -12.347 2.105 19.499 0.075
H -10.668 2.613 19.221 0.072
H -11.215 1.855 20.769 0.093
N -8.460 -1.838 17.941 -0.211
P -7.181 -0.850 17.890 0.703
N -5.919 -1.394 18.798 -0.225
C -5.737 -2.917 18.926 -0.131
C -4.857 -3.306 20.110 -0.159
C -5.149 -2.368 21.317 -0.179
C -4.702 -0.934 20.977 -0.146
C -4.861 -0.608 19.409 -0.179
N -7.419 0.770 18.230 -0.204
C -7.859 1.698 17.169 -0.174
C -7.331 3.102 17.516 -0.141
C -6.156 2.910 18.526 -0.207
C -6.603 2.357 19.863 -0.178
C -7.546 1.158 19.659 -0.166
N -6.580 -0.974 16.363 -0.179
C -7.476 -1.117 15.173 -0.161
C -6.807 -0.583 13.857 -0.185
C -5.422 -1.058 13.685 -0.205
C -4.568 -0.628 14.917 -0.160
C -5.111 -1.171 16.202 -0.189
H -5.276 -3.140 17.935 0.112
H -6.718 -3.375 19.009 0.081
H -3.828 -3.242 19.899 0.097
H -5.140 -4.298 20.346 0.102
H -4.684 -2.724 22.292 0.133
H -6.222 -2.499 21.495 0.079
H -3.659 -0.674 21.350 0.130
H -5.337 -0.255 21.548 0.087
H -3.930 -0.951 18.913 0.115
H -4.995 0.495 19.260 0.098
H -8.949 1.708 17.127 0.107
H -7.463 1.338 16.218 0.097
H -8.177 3.693 17.924 0.115
H -6.944 3.611 16.612 0.115
H -5.603 3.862 18.722 0.127
H -5.446 2.214 18.070 0.097
H -7.101 3.185 20.390 0.121
H -5.672 2.069 20.374 0.101
H -8.560 1.449 19.878 0.091
H -7.238 0.292 20.234 0.079
H -8.381 -0.643 15.408 0.083
H -7.740 -2.212 15.058 0.109
H -6.793 0.497 13.898 0.104
H -7.500 -0.862 13.036 0.127
H -4.922 -0.681 12.724 0.143
H -5.354 -2.126 13.604 0.097
H -4.488 0.488 14.963 0.135
H -3.636 -1.100 14.840 0.095
H -4.551 -0.802 17.028 0.086
H -5.003 -2.242 16.196 0.102
```